(1)
The following is a quantum chemistry calculation of C32H26AsN3O8STi as an isolated structure, from the Open Molecules 2025 dataset.

Element x y z (Å)
Ti 0.08 0.15 0.08
C -0.68 -1.10 -3.76
C -1.07 0.23 -3.21
N -1.03 0.59 -1.94
C -1.52 1.87 -1.88
C -1.84 2.31 -3.13
N -1.56 1.25 -3.95
C -2.39 3.57 -3.70
O -2.62 4.54 -2.84
O -2.55 3.66 -4.89
C -1.50 2.55 -0.56
O -1.92 3.70 -0.43
O -0.99 1.83 0.37
H -0.51 -1.79 -2.93
H 0.26 -1.03 -4.31
H -1.45 -1.49 -4.42
H -1.72 1.27 -4.95
H -2.40 4.29 -1.90
S 0.39 -1.85 1.44
C -0.98 -2.95 1.55
C -0.76 -4.26 1.98
C -1.82 -5.15 2.09
C -3.12 -4.76 1.78
C -3.35 -3.46 1.37
C -2.29 -2.57 1.26
As -2.41 -0.73 0.78
C -4.07 -0.56 -0.21
C -5.26 -0.23 0.42
C -6.44 -0.14 -0.32
C -6.42 -0.37 -1.69
C -5.23 -0.71 -2.32
C -4.06 -0.80 -1.58
C -2.76 0.16 2.46
C -2.50 -0.49 3.66
C -2.64 0.19 4.86
C -3.04 1.52 4.87
C -3.29 2.17 3.67
C -3.14 1.50 2.46
H 0.25 -4.58 2.22
H -1.62 -6.17 2.41
H -3.93 -5.46 1.87
H -4.36 -3.13 1.14
H -5.28 -0.05 1.49
H -7.36 0.11 0.18
H -7.33 -0.30 -2.26
H -5.22 -0.90 -3.38
H -3.13 -1.07 -2.08
H -2.17 -1.52 3.65
H -2.43 -0.32 5.79
H -3.14 2.05 5.80
H -3.59 3.21 3.67
H -3.32 2.03 1.54
O 2.43 -0.73 -3.06
C 1.99 -0.19 -2.07
O 1.23 -0.75 -1.16
C 2.23 1.27 -1.78
C 3.19 2.02 -2.42
C 3.33 3.35 -2.06
C 2.50 3.87 -1.08
C 1.55 3.04 -0.49
N 1.42 1.76 -0.84
H 3.81 1.55 -3.18
H 4.07 3.98 -2.53
H 2.58 4.90 -0.76
H 0.89 3.40 0.29
C 1.60 1.42 3.86
O 0.82 1.12 2.70
C 1.50 0.69 1.62
O 2.71 0.65 1.57
H 0.89 1.65 4.65
H 2.25 2.27 3.68
H 2.21 0.56 4.13

## Properties
relative energy (zero: lowest compared OMol25 entry of this formula, charge and spin)	8.2	kcal per mole
HOMO energy	-7.96	eV


(2)
The following is a quantum chemistry calculation of C24H25BrI2NO5SiTi as an isolated structure in a non-equilibrium geometry, from the Open Molecules 2025 dataset.

Element x y z (Å)
Ti -0.16 0.35 0.13
Br 2.61 1.30 2.72
C 2.95 0.39 1.10
C 4.30 0.18 0.82
C 4.65 -0.47 -0.34
C 3.63 -0.88 -1.18
C 2.33 -0.64 -0.83
N 1.95 0.00 0.31
C 1.20 -1.12 -1.71
O 1.41 -1.71 -2.74
O 0.03 -0.83 -1.21
H 5.04 0.51 1.53
H 5.69 -0.64 -0.58
H 3.80 -1.38 -2.12
I -0.21 -1.14 2.48
I -2.34 -2.53 0.21
C 1.03 4.06 -0.07
C 0.54 2.65 -0.03
O 0.23 2.11 1.07
O 0.48 1.93 -1.08
H 0.17 4.73 -0.12
H 1.64 4.21 -0.96
H 1.59 4.27 0.84
C -4.06 0.55 2.34
C -3.71 1.98 1.93
C -4.96 2.86 2.12
C -2.59 2.49 2.85
Si -3.10 1.93 0.14
O -1.87 0.85 0.08
C -4.42 1.39 -1.07
C -4.25 0.24 -1.84
C -5.20 -0.14 -2.78
C -6.34 0.63 -2.96
C -6.53 1.78 -2.20
C -5.58 2.15 -1.27
C -2.54 3.61 -0.54
C -2.66 4.83 0.13
C -2.28 6.03 -0.47
C -1.77 6.03 -1.76
C -1.63 4.82 -2.44
C -2.01 3.63 -1.84
H -4.42 0.54 3.38
H -3.19 -0.11 2.29
H -4.84 0.12 1.70
H -5.23 2.88 3.18
H -5.81 2.45 1.56
H -4.81 3.89 1.78
H -2.90 2.39 3.90
H -2.35 3.54 2.67
H -1.67 1.92 2.71
H -3.36 -0.37 -1.70
H -5.05 -1.04 -3.36
H -7.09 0.33 -3.69
H -7.42 2.38 -2.34
H -5.73 3.07 -0.70
H -3.05 4.86 1.14
H -2.38 6.96 0.08
H -1.49 6.96 -2.23
H -1.22 4.81 -3.44
H -1.89 2.70 -2.38

## Properties
net charge	-1
relative energy (zero: lowest compared OMol25 entry of this formula, charge and spin)	25.7	kcal per mole
HOMO energy	-3.05	eV


(3)
The following is a quantum chemistry calculation of a 3-piece molecular cluster, C19H47N4O11P2 overall in a non-equilibrium geometry, from the Open Molecules 2025 dataset.

Element x y z (Å)
C 1.69 -1.43 1.91
C 2.01 0.06 1.72
O 2.70 0.66 2.80
C 1.89 0.80 3.95
C 1.17 2.14 3.92
O -0.04 2.02 4.69
C -1.03 2.97 4.40
C -2.11 2.36 3.50
N -1.48 1.97 2.19
C -2.45 1.43 1.17
C -1.59 0.89 0.01
N -2.35 0.91 -1.23
C -3.20 0.28 1.87
C -4.38 -0.16 1.02
C -5.17 -1.28 1.68
C -4.46 -2.31 2.52
N -6.40 -1.30 1.45
O -3.74 0.69 3.11
C -2.74 1.09 4.05
N -3.37 1.26 5.31
H 2.30 -2.03 1.25
H 0.63 -1.61 1.73
H 1.85 -1.71 2.95
H 2.69 0.14 0.88
H 1.13 0.64 1.42
H 1.15 0.02 4.07
H 2.54 0.76 4.82
H 1.78 2.93 4.37
H 0.97 2.45 2.89
H -0.61 3.89 3.98
H -1.51 3.26 5.33
H -2.89 3.08 3.29
H -0.96 2.76 1.81
H -0.78 1.24 2.37
H -3.15 2.20 0.86
H -0.72 1.55 -0.09
H -1.29 -0.12 0.28
H -2.10 1.73 -1.77
H -2.06 0.13 -1.81
H -2.49 -0.55 2.00
H -5.06 0.67 0.89
H -4.03 -0.55 0.07
H -3.86 -1.84 3.30
H -3.82 -2.95 1.92
H -5.21 -2.91 3.03
H -6.85 -2.09 1.92
H -2.02 0.27 4.11
H -2.93 0.71 6.04
H -3.42 2.22 5.62
C 3.78 2.14 -5.13
O 2.38 2.37 -4.82
P 1.83 2.20 -3.33
O 0.38 2.02 -3.34
O 2.29 3.65 -2.77
C 1.62 4.81 -3.27
O 2.54 1.39 -2.16
C 3.86 0.81 -2.33
H 3.90 2.34 -6.19
H 4.41 2.82 -4.56
H 4.06 1.11 -4.93
H 0.63 4.56 -3.65
H 2.20 5.27 -4.06
H 1.53 5.51 -2.44
H 4.60 1.59 -2.54
H 3.86 0.07 -3.13
H 4.12 0.32 -1.40
C 0.34 -5.52 -3.18
O 0.66 -4.33 -2.42
P 2.09 -3.63 -2.57
O 2.36 -2.77 -1.41
O 1.78 -2.81 -3.93
C 0.86 -1.72 -3.88
O 3.41 -4.30 -3.14
C 3.41 -5.63 -3.71
H -0.68 -5.79 -2.94
H 0.42 -5.32 -4.25
H 1.00 -6.34 -2.91
H 0.79 -1.31 -2.87
H -0.13 -2.04 -4.21
H 1.22 -0.95 -4.56
H 2.75 -5.68 -4.57
H 3.11 -6.37 -2.96
H 4.42 -5.84 -4.02

## Properties
net charge	+1
HOMO energy	-11.88	eV


(4)
The following is a quantum chemistry calculation of a 14-piece molecular cluster, C56H112O28S8 overall in a non-equilibrium geometry, from the Open Molecules 2025 dataset.

Element x y z (Å)
O 17.77 8.83 16.39
C 18.20 8.99 17.59
O 17.52 9.41 18.58
C 16.23 9.99 18.45
C 16.34 11.35 17.80
C 19.65 8.56 18.03
H 15.72 10.20 19.39
H 15.61 9.29 17.89
H 17.16 12.03 18.04
H 15.49 12.00 18.04
H 16.42 11.29 16.71
H 19.68 8.62 19.12
H 20.31 9.27 17.53
H 19.89 7.55 17.68
O 18.58 13.33 21.81
C 18.72 14.03 20.80
O 19.69 13.93 19.90
C 20.72 12.90 20.02
C 20.23 11.56 19.58
C 17.58 14.95 20.35
H 21.14 12.84 21.02
H 21.52 13.26 19.39
H 19.85 11.55 18.55
H 19.44 11.26 20.27
H 20.98 10.78 19.67
H 17.53 14.91 19.26
H 17.94 15.95 20.61
H 16.66 14.67 20.86
O 10.51 20.78 13.84
C 11.75 20.56 13.77
O 12.52 20.86 12.74
C 12.00 21.66 11.73
C 13.02 21.63 10.51
C 12.54 19.95 14.84
H 11.92 22.66 12.16
H 10.98 21.33 11.56
H 13.13 20.56 10.39
H 14.00 22.07 10.67
H 12.54 22.10 9.65
H 13.17 19.18 14.40
H 11.95 19.54 15.67
H 13.15 20.70 15.36
O 10.56 12.03 15.20
C 9.52 12.64 15.38
O 8.44 12.62 14.51
C 8.52 12.33 13.11
C 8.63 13.62 12.29
C 9.18 13.40 16.68
H 7.52 11.96 12.90
H 9.30 11.63 12.81
H 9.58 14.09 12.51
H 7.88 14.39 12.46
H 8.61 13.34 11.23
H 10.08 13.61 17.26
H 8.51 12.76 17.25
H 8.71 14.32 16.34
O 9.68 16.01 20.78
C 9.09 15.60 19.76
O 9.43 15.86 18.53
C 10.45 16.74 18.19
C 10.51 16.87 16.70
C 8.03 14.52 19.93
H 11.39 16.38 18.61
H 10.21 17.71 18.62
H 9.74 17.60 16.45
H 10.30 15.97 16.12
H 11.38 17.41 16.32
H 7.59 14.38 20.92
H 8.57 13.64 19.58
H 7.17 14.74 19.29
O 13.29 8.95 13.86
C 13.68 10.06 13.85
O 13.25 11.03 13.02
C 12.28 10.75 12.02
C 11.90 12.04 11.29
C 14.76 10.58 14.80
H 11.41 10.24 12.43
H 12.75 10.14 11.24
H 12.78 12.50 10.86
H 11.38 12.78 11.90
H 11.24 11.74 10.47
H 15.32 9.81 15.34
H 14.28 11.22 15.54
H 15.41 11.29 14.29
C 19.20 21.30 17.74
C 19.48 20.80 16.25
C 19.46 19.28 16.26
S 18.30 18.74 17.68
O 19.08 17.88 18.62
O 16.92 18.36 17.27
C 18.20 20.40 18.45
H 18.85 22.33 17.77
H 20.17 21.31 18.23
H 20.42 21.13 15.81
H 18.64 21.03 15.59
H 20.46 19.05 16.62
H 19.33 18.72 15.33
H 18.17 20.42 19.54
H 17.18 20.62 18.17
C 17.43 20.90 11.85
C 17.04 20.09 10.62
C 17.06 18.63 11.09
S 16.32 18.68 12.80
O 17.10 17.96 13.82
O 14.87 18.50 12.72
C 16.50 20.50 12.99
H 17.31 21.97 11.65
H 18.48 20.81 12.12
H 17.80 20.11 9.84
H 16.08 20.39 10.19
H 18.10 18.42 11.36
H 16.77 17.78 10.47
H 16.83 20.59 14.02
H 15.52 20.99 12.97
C 11.69 16.60 10.34
C 12.78 15.56 10.07
C 13.42 16.03 8.75
S 13.20 17.81 8.63
O 12.18 17.99 7.60
O 14.54 18.45 8.51
C 12.34 17.96 10.23
H 11.31 16.44 11.35
H 10.91 16.51 9.59
H 12.45 14.55 9.85
H 13.51 15.66 10.88
H 13.18 15.55 7.80
H 14.50 15.91 8.83
H 11.64 18.78 10.09
H 12.95 18.21 11.10
C 19.23 15.83 15.39
C 20.28 15.32 14.36
C 19.69 14.10 13.84
S 18.91 13.19 15.29
O 19.82 12.27 15.95
O 17.56 12.78 14.81
C 18.73 14.73 16.28
H 18.32 16.10 14.86
H 19.63 16.55 16.11
H 21.21 15.02 14.83
H 20.49 16.09 13.61
H 20.39 13.39 13.39
H 18.88 14.38 13.18
H 19.35 14.57 17.17
H 17.70 14.83 16.63
C 13.76 13.85 21.87
C 14.55 12.89 20.98
C 13.54 11.82 20.40
S 11.83 12.64 20.47
O 11.04 11.98 21.51
O 11.36 12.86 19.12
C 12.48 14.24 21.22
H 14.38 14.73 22.05
H 13.56 13.30 22.79
H 15.39 12.40 21.47
H 15.10 13.30 20.14
H 13.57 10.82 20.83
H 13.57 11.71 19.31
H 11.66 14.68 21.80
H 12.73 14.93 20.41
C 15.41 11.68 10.42
C 15.22 12.50 9.19
C 16.54 13.39 9.02
S 17.04 13.84 10.72
O 16.52 15.19 10.91
O 18.42 13.48 10.92
C 15.90 12.62 11.49
H 16.29 11.08 10.20
H 14.54 11.06 10.63
H 14.34 13.14 9.21
H 15.15 11.91 8.27
H 16.55 14.28 8.39
H 17.39 12.79 8.70
H 15.10 13.20 11.95
H 16.44 12.11 12.29
C 13.54 14.27 14.65
C 13.98 15.75 14.39
C 15.11 16.07 15.39
S 14.47 15.35 16.95
O 13.46 16.25 17.55
O 15.59 14.78 17.74
C 13.65 13.94 16.13
H 14.13 13.55 14.09
H 12.50 14.11 14.38
H 13.15 16.42 14.64
H 14.21 15.77 13.32
H 15.44 17.11 15.51
H 16.00 15.51 15.10
H 12.73 13.74 16.68
H 14.39 13.16 16.30
C 14.57 17.80 20.43
C 13.86 17.85 21.78
C 12.52 18.55 21.58
S 12.84 19.95 20.36
O 13.07 21.21 21.08
O 11.75 19.81 19.36
C 14.40 19.19 19.72
H 14.05 17.02 19.87
H 15.63 17.56 20.39
H 14.53 18.26 22.54
H 13.75 16.82 22.10
H 11.96 18.84 22.47
H 11.84 17.85 21.09
H 15.29 19.78 19.95
H 14.37 19.28 18.63

## Properties
HOMO energy	-9.77	eV


(5)
The following is a quantum chemistry calculation of C31H30N7O2PReS as an isolated structure in a non-equilibrium geometry, from the Open Molecules 2025 dataset.

Element x y z (Å)
Re -0.39 2.22 0.65
N -1.41 6.37 0.15
C -0.95 5.14 0.36
S -2.05 3.82 0.01
N 0.27 5.07 0.84
N 0.73 3.86 1.06
C 1.92 3.77 1.61
C 2.44 2.42 1.56
C 3.77 2.02 1.75
C 4.16 0.73 1.48
C 3.20 -0.21 1.01
C 1.89 0.23 0.81
N 1.53 1.51 1.05
H -2.19 6.50 -0.54
H -0.68 7.08 0.18
H 2.57 4.59 1.98
H 4.46 2.76 2.06
H 5.20 0.42 1.66
H 3.55 -1.14 0.60
H 1.08 -0.47 0.56
C 0.51 -6.25 -1.02
O 1.86 -6.17 -1.69
C 1.82 -5.34 -2.76
C 2.73 -4.23 -2.84
C 2.58 -3.22 -3.75
C 1.50 -3.33 -4.61
C 0.83 -4.54 -4.79
C 0.90 -5.51 -3.84
N 0.77 -2.27 -4.98
N 1.31 -1.11 -4.77
C 0.86 -0.03 -4.05
C 1.72 1.13 -4.06
C 1.60 2.15 -3.12
C 0.76 2.03 -2.02
O 0.69 2.93 -1.08
C -0.06 0.85 -1.94
N -0.89 0.87 -0.81
C -1.79 -0.13 -0.75
C -1.92 -1.13 -1.71
C -1.07 -1.14 -2.84
C -0.11 -0.13 -2.93
H 0.32 -7.33 -0.96
H -0.33 -5.78 -1.51
H 0.60 -5.78 -0.03
H 3.42 -4.10 -2.04
H 3.16 -2.31 -3.64
H 0.06 -4.58 -5.60
H 0.19 -6.33 -3.83
H 2.37 1.24 -4.96
H 2.22 3.06 -3.25
H -2.40 -0.01 0.11
H -2.66 -1.87 -1.54
H -1.26 -1.86 -3.62
C -1.23 2.84 4.04
P -1.13 1.49 2.75
C 0.10 0.43 3.80
C -2.67 0.65 3.03
C -3.76 1.37 3.52
C -4.93 0.74 3.83
C -5.00 -0.65 3.66
C -3.90 -1.40 3.23
C -2.74 -0.73 2.82
H -1.87 3.67 3.69
H -0.23 3.21 4.24
H -1.75 2.51 4.95
H -0.30 0.22 4.84
H 1.03 0.98 3.78
H 0.29 -0.53 3.33
H -3.68 2.43 3.50
H -5.83 1.26 4.10
H -5.94 -1.19 3.75
H -4.05 -2.48 3.12
H -1.84 -1.27 2.38

## Properties
spin multiplicity	4
⟨S²⟩	3.841
net charge	+2
relative energy (zero: lowest compared OMol25 entry of this formula, charge and spin)	24.2	kcal per mole
HOMO energy (spin up / spin down)	-12.51 / -12.78	eV